No. 1
C4H6N2 | ωB97M-V/def2-TZVPD

## Properties
Energy relative to the best compared isomer or geometry (same formula, charge and spin) (kJ/mol): 560.2
Orbital gap (eV): 9.91
Max |F| (eV/A): 0.67

Each line ends with the natural charge from an NBO analysis.
Positions of all 12 atoms, in Å:
C 0.3742 -1.5688 1.1280  -0.67
C 0.5796 -0.5149 0.1128  -0.06
C 1.1859 0.0979 -0.7602  -0.25
N -0.0406 1.9263 -1.3172  -0.43
N -1.0473 1.5795 -0.6519  -0.08
C -1.4434 0.8052 0.1865  0.02
H -0.6484 -1.9549 1.1424  0.23
H 1.0542 -2.4057 0.9319  0.22
H 0.6021 -1.1856 2.1287  0.23
H 1.9220 0.4291 -1.4582  0.24
H -0.2637 1.8809 -2.3148  0.35
H -2.2747 0.9109 0.8721  0.21

***

No. 2
C27H26BO3PPdS4 | ωB97M-V/def2-TZVPD

## Properties
Spin multiplicity: 3
Charge: -2
Energy relative to the best compared isomer or geometry (same formula, charge and spin) (kJ/mol): 0.7
Orbital gap (spin up / spin down) (eV): 3.51 / 5.10
<S²>: 2.009
Max |F| (eV/A): 0.41

Each line ends with the natural charge from an NBO analysis.
Positions of all 63 atoms, in Å:
Pd -0.6910 -0.0785 -1.4339  0.51
C 6.6867 1.5293 -2.4036  -0.25
C 5.8307 1.8247 -3.4589  -0.24
C 4.4892 1.4847 -3.3782  -0.16
C 3.9660 0.8568 -2.2459  -0.31
C 4.8390 0.5641 -1.1981  -0.22
C 6.1832 0.8956 -1.2754  -0.22
P 2.1272 0.4830 -2.2450  0.81
C 2.1582 -0.8570 -0.9797  -0.23
C 2.4784 -2.1468 -1.4011  -0.23
C 2.4626 -3.2092 -0.5150  -0.22
C 2.1099 -3.0044 0.8125  -0.23
C 1.7804 -1.7290 1.2449  -0.20
C 1.8056 -0.6599 0.3585  -0.25
C 1.4978 1.9227 -1.3259  -0.44
C 2.2192 3.0456 -0.9247  -0.23
C 1.5452 4.1303 -0.3825  -0.28
C 0.1610 4.0674 -0.2304  -0.26
C -0.5394 2.9194 -0.5799  -0.19
C 0.1035 1.8089 -1.1421  -0.27
H 7.7378 1.7878 -2.4616  0.19
H 6.2121 2.3147 -4.3479  0.19
H 3.8240 1.7083 -4.2054  0.21
H 4.4586 0.0672 -0.3134  0.22
H 6.8434 0.6610 -0.4474  0.20
H 2.7096 -2.3222 -2.4466  0.21
H 2.6917 -4.2081 -0.8674  0.20
H 2.0639 -3.8434 1.4970  0.19
H 1.4661 -1.5622 2.2681  0.20
H 1.5299 0.3312 0.6963  0.24
H 3.2979 3.0831 -1.0441  0.20
H 2.0921 5.0181 -0.0816  0.18
H -0.3727 4.9217 0.1777  0.18
H -1.6086 2.8656 -0.4017  0.21
O -6.3014 -3.8205 -2.1503  -0.65
C -5.2718 -3.1722 -2.1856  0.16
S -3.6628 -3.8529 -1.9752  0.29
C -2.7330 -2.3635 -2.1351  -0.41
C -3.4547 -1.2376 -2.3502  -0.44
S -2.7977 0.3609 -2.5929  -0.24
S -5.2043 -1.4291 -2.4261  0.29
S -0.9989 -2.4594 -2.0182  -0.34
C -3.1350 -2.1306 2.9282  -0.62
C -2.4029 -0.8691 2.4888  0.22
C -1.4188 -0.4432 3.5778  -0.63
O -1.6379 -1.1781 1.3234  -0.81
B -1.7166 -0.1244 0.4065  0.81
O -2.6111 0.8252 0.8930  -0.82
C -3.3290 0.2879 2.0019  0.25
C -4.6765 -0.1984 1.4725  -0.63
C -3.5465 1.4013 3.0191  -0.62
H -2.4006 -2.8787 3.2320  0.21
H -3.7147 -2.5462 2.1065  0.23
H -3.8006 -1.9345 3.7744  0.19
H -0.7190 -1.2637 3.7457  0.21
H -1.9207 -0.2132 4.5210  0.19
H -0.8463 0.4279 3.2560  0.22
H -4.5355 -0.9547 0.6994  0.24
H -5.1902 0.6461 1.0112  0.22
H -5.3081 -0.6072 2.2653  0.19
H -2.6035 1.8741 3.2881  0.21
H -4.0272 1.0219 3.9254  0.19
H -4.1939 2.1618 2.5800  0.21

***

No. 3
C10H14N3 | ωB97M-V/def2-TZVPD

## Properties
Charge: +1
Energy relative to the best compared isomer or geometry (same formula, charge and spin) (kJ/mol): 509.8
Orbital gap (spin up / spin down) (eV): 7.66 / 7.66
Max |F| (eV/A): 4.77

Each line ends with the natural charge from an NBO analysis.
Positions of all 27 atoms, in Å:
C 4.0685 -0.5973 -0.0073  -0.01
C 2.8177 -1.1033 -0.0407  -0.11
C 2.8072 1.1267 0.0357  0.25
C -0.4481 1.8519 -0.1901  -0.25
C 0.6552 0.0474 0.0174  0.49
C -1.2656 -0.9242 1.1611  -0.41
C -1.1749 -0.7985 -1.3411  -0.40
C -1.9502 0.4447 1.2462  -0.23
C -2.1144 0.4062 -1.1961  -0.22
C -0.3347 -1.0272 -0.0669  -0.35
N 4.0324 0.7887 0.0340  -0.36
N 1.9505 -0.0028 -0.0063  -0.44
N -1.7582 1.2287 -0.0111  -0.43
H 5.0091 -1.1115 -0.0084  0.24
H 2.4662 -2.1134 -0.0771  0.24
H 2.4067 2.1198 0.0466  0.23
H -0.1576 2.3658 0.7306  0.16
H -0.6884 -1.1058 2.0678  0.24
H -2.0092 -1.7165 1.0794  0.24
H -1.7620 -1.6982 -1.5264  0.25
H -0.5063 -0.6574 -2.1908  0.24
H -3.0201 0.3199 1.4240  0.23
H -1.5342 1.0356 2.0650  0.23
H -2.0411 1.0470 -2.0760  0.26
H -3.1504 0.0779 -1.0860  0.22
H 0.1078 -2.0283 -0.1006  0.24
H -2.4059 2.0244 0.0171  0.45

***

No. 4
C2H4N2S3 | ωB97M-V/def2-TZVPD

## Properties
SMILES: S=CN(S)/C=N/S
Energy relative to the best compared isomer or geometry (same formula, charge and spin) (kJ/mol): 319.5
Orbital gap (eV): 8.65
Max |F| (eV/A): 5.97

Each line ends with the natural charge from an NBO analysis.
Positions of all 11 atoms, in Å:
S -0.4500 2.4353 -0.0345  0.02
C -1.2849 1.1557 -0.1901  -0.14
N -0.9251 -0.0959 -0.1871  -0.59
S -2.1688 -1.2369 0.0024  0.20
C 0.4149 -0.5572 -0.5142  0.19
N 1.3923 -0.1449 0.3937  -0.51
S 3.0943 -0.2600 -0.1462  0.14
H -2.3433 1.1164 -0.3440  0.19
H -1.8520 -1.3857 1.3881  0.13
H 0.6159 -1.1563 -1.5704  0.21
H 3.5069 0.1295 1.2024  0.16

***

No. 5
C4H12O3 | ωB97M-V/def2-TZVPD

## Properties
SMILES: OCCCCO.O
Energy relative to the best compared isomer or geometry (same formula, charge and spin) (kJ/mol): 101.3
Orbital gap (eV): 10.84
Max |F| (eV/A): 2.18

Each line ends with the natural charge from an NBO analysis.
Positions of all 19 atoms, in Å:
O 1.8615 0.9903 0.8332  -0.74
C 0.6232 0.6777 0.2559  -0.07
C 0.6830 -0.4454 -0.7273  -0.43
C -0.7328 -1.0841 -0.8663  -0.41
C -1.7501 -0.2200 -1.5873  -0.07
O -1.3880 -0.2947 -2.9749  -0.75
H 2.0324 1.9070 1.0151  0.48
H 0.0371 1.5139 -0.1652  0.16
H -0.0986 0.4640 1.0704  0.15
H 0.9093 -0.1768 -1.7648  0.22
H 1.3964 -1.2156 -0.4429  0.21
H -0.6002 -2.0013 -1.4408  0.22
H -1.1140 -1.3983 0.1087  0.20
H -2.7593 -0.6159 -1.4209  0.17
H -1.8504 0.8322 -1.3158  0.17
H -2.1384 -0.3187 -3.5598  0.47
O 1.3359 0.7678 4.2197  -0.93
H 2.0729 0.3712 3.7252  0.47
H 1.4800 0.2467 5.0379  0.46

***

No. 6
C3H3FeO2 | ωB97M-V/def2-TZVPD

## Properties
Spin multiplicity: 5
Charge: +1
Energy relative to the best compared isomer or geometry (same formula, charge and spin) (kJ/mol): 441.9
Orbital gap (spin up / spin down) (eV): 7.29 / 4.45
<S²>: 6.197
Max |F| (eV/A): 3.56

Each line ends with the natural charge from an NBO analysis.
Positions of all 9 atoms, in Å:
C -2.2331 -0.9023 0.4764  0.58
C -1.0278 -0.8950 -0.3736  -0.73
H -2.8899 -0.0764 0.1361  0.19
H -1.5689 -0.6453 -1.3248  0.30
H -0.3986 -1.7926 -0.4311  0.30
O -0.8828 0.8709 1.0381  -0.54
C -0.2809 0.3498 0.0925  0.82
Fe 2.1318 0.7054 -1.4872  0.88
O 0.9487 0.5318 -0.1978  -0.80

***

Q: Which value of max |F| does entry 2 give?
A: 0.41 eV/A